Record 1
This record from OMol25 describes a structure of composition C11H23P2Pt at a distorted geometry. The level of theory is ωB97M-V with the def2-TZVPD basis set.

XYZ file:
```
37
C11H23P2Pt, DFT ωB97M-V with the def2-TZVPD basis set
C 0.4598 0.0139 -2.2293
C -0.8235 -0.7016 -2.1745
C -0.6286 -1.8631 -1.4256
C 0.7790 -1.8894 -1.0023
C 1.4676 -0.7970 -1.6181
Pt 0.0000 0.0000 0.0000
P -0.5240 2.1710 0.4011
H 0.6397 0.9330 -2.7914
H -1.7601 -0.3557 -2.6143
H -1.3825 -2.6068 -1.1631
H 2.5353 -0.5832 -1.5643
H 1.2498 -2.7037 -0.4467
H -1.4913 2.4266 1.4025
H -1.0480 2.9381 -0.6694
H 0.5267 3.0179 0.8323
C 0.1552 -3.5068 3.2549
C -0.4542 -2.1488 3.6392
P -0.2950 -0.8553 2.3105
C -0.9022 0.6350 3.2099
C -1.1385 0.5088 4.7166
C 1.5475 -1.0148 2.2618
C 2.2241 -0.6849 3.6001
H -0.2362 -3.8447 2.2722
H -0.1115 -4.2589 4.0254
H 1.2597 -3.4714 3.2202
H -1.5466 -2.3255 3.7575
H -0.0633 -1.8478 4.6237
H -0.2118 1.4820 3.0383
H -1.9082 0.8470 2.7939
H -0.1959 0.3121 5.2618
H -1.5637 1.4625 5.0959
H -1.8856 -0.2835 4.9334
H 1.9064 -1.9573 1.8088
H 1.8779 -0.1968 1.5821
H 2.0494 -1.4495 4.3797
H 3.3187 -0.5988 3.4671
H 1.8643 0.3021 3.9860
```

For the HOMO energy (spin up / spin down), the calculation gives -7.082 / -13.291 eV. The spin multiplicity is 5. Its expectation value of S² is 6.013. As for the total energy: -33590.554 eV. Its charge is +1.

Mulliken atomic charge list, values in e, 2 entries:
1. C -0.39
2. C -0.48

=====

Record 2
This record from OMol25 describes a cluster of 2 separate species, C4H11NO3 in total. The level of theory is ωB97M-V with the def2-TZVPD basis set.

XYZ file:
```
19
C4H11NO3, DFT ωB97M-V with the def2-TZVPD basis set
C 1.4041 -0.0367 0.9843
C 0.1083 0.7539 0.9626
C -0.0576 1.5828 -0.3029
O 0.3257 2.9436 -0.0924
N -1.0511 -0.1437 1.1988
C -1.4446 -1.0429 0.2849
O -1.0218 -1.0963 -0.8597
H 1.3579 -0.8661 1.6841
H 2.2660 0.5507 1.3121
H 1.6349 -0.4169 -0.0119
H 0.1016 1.4260 1.8220
H 0.5363 1.1474 -1.1081
H -1.0573 1.5683 -0.7508
H 1.2890 2.9870 -0.1217
H -1.2801 -0.3266 2.1596
H -2.2173 -1.7273 0.6506
O 1.1555 -2.8165 -1.8503
H 0.4376 -2.2958 -2.2347
H 1.0640 -2.6232 -0.9072
```

Its SMILES is C[C@@H](CO)NC=O.O. For the HOMO energy, the calculation gives -10.202 eV. The spin multiplicity is 1. As for the total energy: -11958.904 eV. The relative energy (zero: lowest compared OMol25 entry of this formula, charge and spin) comes out at 27.79 kcal/mol.

Mulliken atomic charge list, values in e, 2 entries:
1. C -1.45
2. C 0.54

=====

Record 3
This record from OMol25 describes the molecule C22H19ClN4O2 at a distorted geometry. The level of theory is ωB97M-V with the def2-TZVPD basis set.

XYZ file:
```
48
C22H19ClN4O2, DFT ωB97M-V with the def2-TZVPD basis set
H 3.1267 3.5935 0.5419
N 2.9290 2.5923 0.5209
C 1.8143 2.1444 0.9451
N 1.0265 3.0114 1.5728
N 1.4885 0.8207 0.9514
C 2.3535 -0.2457 0.3662
C 2.2215 -0.4002 -1.1503
O 0.8529 -0.6675 -1.5181
C 0.1147 0.4417 -1.8748
N 0.4246 1.3842 -2.7445
O -0.6433 2.3536 -2.7180
C -1.5351 1.9534 -1.7640
C -2.7012 2.5741 -1.3361
C -3.4202 1.9311 -0.3160
C -2.8917 0.7713 0.3624
C -3.5500 0.2028 1.6016
C -4.9552 0.1633 1.6762
C -5.5903 -0.3556 2.7959
C -4.8506 -0.8339 3.8770
C -3.4086 -0.7708 3.8358
C -2.7664 -0.2207 2.7017
Cl -1.0027 -0.1797 2.7176
C -1.7478 0.1782 -0.1619
C -1.0835 0.8033 -1.1936
C 3.0596 -1.5355 -1.7002
C 3.7551 -1.3729 -2.8947
C 4.3670 -2.4431 -3.4976
C 4.4752 -3.6871 -2.8741
C 3.8533 -3.8201 -1.6380
C 3.1053 -2.7921 -1.0821
H 1.4310 3.9498 1.6472
H 0.5052 2.6428 2.3652
H 0.4916 0.6218 0.9916
H 3.3926 -0.0408 0.5650
H 2.0843 -1.1654 0.8918
H 2.5205 0.5302 -1.5954
H -3.0787 3.4856 -1.7777
H -4.3461 2.3675 0.0520
H -5.4941 0.5473 0.8519
H -6.6655 -0.4058 2.7972
H -5.3457 -1.2628 4.7626
H -2.9232 -1.1648 4.6955
H -1.3195 -0.7257 0.2797
H 3.6980 -0.4244 -3.3805
H 4.8381 -2.2413 -4.4629
H 5.0001 -4.5325 -3.3250
H 3.9044 -4.7939 -1.1481
H 2.4855 -2.9818 -0.2126
```

Its SMILES is [H]/N=C(\N)NC[C@H](Oc1noc2ccc(-c3ccccc3Cl)cc12)c1ccccc1. For the HOMO energy, the calculation gives -8.382 eV. The spin multiplicity is 1. As for the total energy: -45698.556 eV. The relative energy (zero: lowest compared OMol25 entry of this formula, charge and spin) comes out at 30.02 kcal/mol.

Mulliken atomic charge list, values in e, 2 entries:
1. H 0.19
2. N -0.84